{
  "formula": "C5H8N2",
  "method": "ωB97M-V with the def2-TZVPD basis set",
  "e_tot_ev": -8293.206,
  "e_lumo_ev": 0.92,
  "smiles": "N#C[C@H](N)C1CC1",
  "orbital_gap_ev": 11.25,
  "symbols": ["N", "C", "C", "N", "C", "C", "C", "H", "H", "H", "H", "H", "H", "H", "H"],
  "positions_angstrom": [[1.58938, 2.66590, 0.41526], [1.26218, 1.55676, 0.42164], [0.82419, 0.14496, 0.36649], [1.90502, -0.78615, 0.02717], [-0.40448, 0.08661, -0.53450], [-1.81376, 0.26350, 0.01656], [-1.31301, -1.08774, -0.34345], [0.50008, -0.14062, 1.37405], [2.65845, -0.69678, 0.70910], [2.31486, -0.58020, -0.87937], [-0.46880, 0.80818, -1.33126], [-1.93159, 0.61415, 1.03016], [-2.50468, 0.69824, -0.70885], [-1.75263, -1.65595, -1.15517], [-1.03526, -1.68606, 0.52013]]
}